# C7H8BrNO

C7H8BrNO in the gas phase at a distorted geometry (ωB97M-V with the def2-TZVPD basis set, the Open Molecules 2025 dataset).

ORCA input file:
```
! RIJCOSX wB97M-V def2-TZVPD def2/J DEFGRID3
* xyz 0 1
C -1.3861 0.0744 1.5672
C -0.5498 -1.0391 1.8144
C -1.0359 1.1718 0.9165
C 0.5373 -1.2891 1.1194
C 0.7215 -0.8105 -2.6784
C 0.2104 1.5268 0.1112
C 0.9225 0.2819 -0.3124
N 0.2336 -0.2749 -1.4174
O 1.9159 -1.0832 -2.7980
Br 1.7874 -2.6769 1.0499
H -2.2901 0.0973 2.0431
H -0.8968 -1.5466 2.7870
H -1.7759 1.9835 1.0423
H -0.1972 -0.8632 -3.2845
H -0.2130 2.0079 -0.7639
H 0.8214 2.3238 0.5070
H 1.9629 0.1990 -0.2890
H -0.7683 -0.0830 -1.4146
*
```

The LUMO energy comes out at 0.652 eV. The energy relative to the best compared isomer or geometry (same formula, charge and spin) comes out at 315.5 kJ/mol. The value obtained for the highest occupied orbital energy is -8.251 eV. The frontier orbital gap is 8.90 eV.



# C78H164F18N6O16

12 unconnected molecules or ions with the total composition C78H164F18N6O16 at a distorted geometry (ωB97M-V with the def2-TZVPD basis set, the Open Molecules 2025 dataset).

ORCA input file:
```
! RIJCOSX wB97M-V def2-TZVPD def2/J DEFGRID3
* xyz 0 1
C 6.9750 -3.9400 3.1107
C 8.5112 -4.0458 2.9475
C 8.9911 -5.4255 2.3580
C 8.9509 -6.6031 3.2895
N 9.1082 -7.9385 2.4379
C 9.1222 -9.0578 3.4638
C 8.4590 -10.3121 2.7932
C 7.3573 -9.7069 2.0298
C 7.9313 -8.4095 1.4834
C 10.4879 -7.8780 1.6441
C 11.1054 -9.1991 0.9959
C 12.4204 -8.8510 0.1869
H 6.7275 -2.9417 3.4716
H 6.7457 -4.6540 3.9018
H 6.4566 -4.2336 2.1979
H 9.0564 -3.8616 3.8732
H 8.9081 -3.2027 2.3822
H 10.0217 -5.2476 2.0511
H 8.6567 -5.7571 1.3750
H 7.9532 -6.6714 3.7231
H 9.7940 -6.5174 3.9750
H 10.1542 -9.1665 3.7975
H 8.5863 -8.8401 4.3876
H 9.0713 -10.9446 2.1504
H 8.0693 -10.9228 3.6076
H 6.8871 -10.4278 1.3609
H 6.4923 -9.4188 2.6272
H 8.4260 -8.5335 0.5201
H 7.2051 -7.6052 1.3654
H 11.2806 -7.3770 2.1999
H 10.0962 -7.2671 0.8308
H 10.3405 -9.5216 0.2895
H 11.2214 -9.9997 1.7265
H 13.2401 -8.6013 0.8605
H 12.1738 -8.1479 -0.6087
H 12.8597 -9.7286 -0.2874
C -9.8848 2.7377 0.7190
C -11.1404 3.3031 0.0197
C -10.9374 4.7796 -0.2044
C -12.1663 5.2600 -1.0449
N -12.4021 6.8045 -1.2759
C -12.7656 7.5768 0.0067
C -14.0326 8.2468 -0.2055
C -14.7753 7.4495 -1.2473
C -13.6982 6.9735 -2.1789
C -11.1685 7.4917 -1.8342
C -10.6232 6.8426 -3.1756
C -9.6107 7.8006 -3.7729
H -9.5961 3.3115 1.5997
H -8.9713 2.7681 0.1251
H -10.0114 1.6880 0.9839
H -12.0740 3.1648 0.5650
H -11.2590 2.7621 -0.9191
H -9.9891 5.0839 -0.6474
H -10.9188 5.1753 0.8111
H -13.0759 4.8076 -0.6499
H -12.0062 4.8717 -2.0507
H -12.0475 8.3563 0.2614
H -12.8831 6.8849 0.8407
H -13.8401 9.2390 -0.6137
H -14.7717 8.3008 0.5938
H -15.5238 8.0389 -1.7769
H -15.3148 6.6090 -0.8106
H -13.4839 7.6830 -2.9782
H -13.8904 6.1289 -2.8406
H -10.4197 7.4552 -1.0429
H -11.5207 8.5073 -2.0147
H -11.3881 6.7502 -3.9465
H -10.2649 5.8155 -3.1060
H -10.1342 8.6574 -4.1969
H -9.0855 7.3069 -4.5905
H -8.9829 8.1361 -2.9474
C -0.1086 7.4067 -7.1933
C -0.5839 6.9123 -5.7901
N -1.1295 8.0312 -4.7635
C 0.0640 9.0173 -4.4482
C -2.3081 8.7690 -5.4608
C -3.2817 7.8513 -6.2476
C -1.6059 7.2078 -3.4673
C -1.8598 8.0833 -2.1648
O -2.9435 9.0040 -2.3060
C -4.0063 8.8831 -1.4144
H 0.8675 7.8910 -7.2214
H -0.8096 8.1058 -7.6494
H -0.1123 6.5249 -7.8339
H 0.2184 6.3749 -5.2845
H -1.3577 6.1556 -5.9201
H 0.7163 8.5468 -3.7125
H -0.4587 9.8451 -3.9691
H 0.6386 9.2566 -5.3430
H -1.7056 9.3805 -6.1325
H -2.8331 9.4664 -4.8081
H -2.9006 7.2116 -7.0435
H -4.0415 8.5198 -6.6527
H -3.7163 7.2178 -5.4743
H -0.8614 6.4328 -3.2851
H -2.5222 6.6801 -3.7320
H -0.9710 8.7062 -2.0650
H -1.8550 7.5053 -1.2407
H -3.8407 8.3049 -0.5054
H -4.9581 8.5052 -1.7877
H -4.0708 9.9381 -1.1483
C -3.5593 0.8347 9.1398
C -3.1061 -0.6409 9.1299
N -1.4952 -0.9459 9.3289
C -1.2662 -2.4397 9.0026
C -0.8064 -0.1414 8.2240
C 0.6511 -0.4354 8.0726
C -1.0774 -0.5892 10.7515
C -1.8671 -1.3426 11.8041
O -3.2607 -0.9233 11.9068
C -4.0703 -1.4673 12.9021
H -4.6342 1.0015 9.2093
H -3.1867 1.2896 8.2220
H -3.1144 1.4265 9.9398
H -3.3040 -1.1198 8.1709
H -3.7677 -1.3020 9.6897
H -0.2867 -2.6897 9.4102
H -1.2832 -2.4909 7.9139
H -2.0753 -2.9589 9.5163
H -0.8683 0.8802 8.5990
H -1.4589 -0.2262 7.3550
H 1.1082 -0.7820 8.9995
H 1.2417 0.2734 7.4921
H 0.7630 -1.3462 7.4842
H -1.2223 0.4896 10.8082
H -0.0393 -0.9176 10.7009
H -1.4014 -1.2918 12.7884
H -1.6895 -2.3939 11.5772
H -5.0414 -0.9896 12.7718
H -3.7996 -1.2019 13.9241
H -4.4166 -2.4863 12.7292
C -0.5961 0.0151 -8.6331
C -0.4853 -1.3677 -7.9151
N -1.2087 -2.5877 -8.5566
C -2.6260 -2.1822 -9.0172
C -0.4438 -3.0372 -9.8784
C 0.7992 -3.8719 -9.6360
C -1.4286 -3.8355 -7.6520
C -2.0397 -5.1231 -8.3068
O -3.4646 -5.1432 -8.2568
C -4.0436 -5.9999 -9.1485
H 0.0329 0.8094 -8.2311
H -1.5963 0.4428 -8.7011
H -0.2428 -0.1511 -9.6508
H -0.9161 -1.1908 -6.9296
H 0.5856 -1.5602 -7.8495
H -3.1991 -2.0148 -8.1052
H -3.1469 -2.9929 -9.5267
H -2.5435 -1.2485 -9.5735
H -0.2737 -2.0531 -10.3151
H -1.1383 -3.4243 -10.6240
H 0.6918 -4.8230 -9.1144
H 1.4394 -3.2975 -8.9664
H 1.4392 -4.1002 -10.4883
H -2.0983 -3.5030 -6.8588
H -0.4236 -3.8967 -7.2345
H -1.5571 -6.0049 -7.8853
H -1.7069 -5.2715 -9.3341
H -4.9740 -6.4570 -8.8117
H -3.4008 -6.8588 -9.3417
H -4.1128 -5.6373 -10.1740
C 3.6527 1.6692 0.8148
C 2.4493 0.6479 0.7231
N 1.2431 1.1226 -0.1532
C 1.7276 1.5464 -1.6464
C 0.2001 -0.0092 -0.3205
C 0.5308 -1.2881 -1.0765
C 0.6011 2.4505 0.4447
C 0.0014 2.4075 1.8623
O -1.0528 1.4349 2.0123
C -2.2908 1.8778 1.4621
H 4.5512 1.3445 1.3394
H 3.3263 2.6268 1.2203
H 3.9265 2.0075 -0.1846
H 2.0767 0.1983 1.6434
H 2.8086 -0.2354 0.1951
H 0.8421 1.3898 -2.2624
H 2.4186 0.7590 -1.9477
H 2.0281 2.5825 -1.8019
H -0.6217 0.4583 -0.8630
H -0.1278 -0.2073 0.7000
H -0.4141 -1.7941 -1.2746
H 0.9339 -1.9918 -0.3482
H 1.1471 -1.1289 -1.9614
H -0.2293 2.6413 -0.2352
H 1.2625 3.3157 0.3996
H -0.2807 3.4039 2.2024
H 0.7719 2.1985 2.6044
H -3.1605 1.2755 1.7246
H -2.1454 1.7558 0.3887
H -2.4873 2.9285 1.6757
C 5.4043 -4.3634 -4.6111
O 6.2240 -3.4155 -5.4102
O 4.2975 -4.6829 -5.4327
C 6.1882 -5.3978 -3.8835
F 6.3965 -6.4515 -4.5867
F 7.4305 -5.0879 -3.5644
F 5.8390 -5.8018 -2.6736
C 6.4152 -2.0666 -4.9306
C 7.3163 -1.3891 -6.0497
H 8.3845 -1.5962 -5.9846
H 6.9272 -1.8348 -6.9651
H 7.2684 -0.3116 -6.2075
H 6.7935 -1.8956 -3.9228
H 5.4396 -1.5805 -4.9377
H 5.0172 -3.7555 -3.7934
C 1.9411 -7.3169 4.8555
O 2.5885 -8.5633 5.0872
O 2.4870 -6.3136 5.7025
C 1.8977 -6.9813 3.3852
F 3.1353 -6.9912 2.9247
F 1.2683 -7.9459 2.6047
F 1.4414 -5.7951 2.9900
C 1.8904 -9.8134 4.7836
C 2.6228 -11.1175 5.0402
H 3.5496 -11.3527 4.5169
H 2.8038 -11.2940 6.1004
H 2.0279 -12.0054 4.8262
H 1.5816 -9.9811 3.7517
H 0.9745 -9.7781 5.3736
H 0.9471 -7.4684 5.2765
C -4.1110 -7.6200 2.2327
O -3.9626 -6.4435 3.0384
O -5.3756 -8.0383 2.7063
C -3.8952 -7.4118 0.6516
F -4.6028 -6.4852 0.1459
F -2.6330 -7.0086 0.4265
F -4.1436 -8.4834 -0.1379
C -4.3355 -5.1666 2.5248
C -3.6379 -4.1643 3.4892
H -2.5950 -3.9882 3.2258
H -4.2071 -3.2601 3.2736
H -3.6630 -4.4819 4.5316
H -5.3960 -4.9734 2.3631
H -3.7812 -4.9384 1.6144
H -3.3531 -8.3201 2.5843
C 5.5099 7.2245 -0.5667
O 6.4930 6.2755 0.0031
O 4.5124 6.4485 -1.0799
C 5.3207 8.4365 0.2730
F 4.1127 8.9150 0.4718
F 5.7482 8.2049 1.5229
F 6.0662 9.4105 -0.1907
C 7.8893 6.2984 -0.3104
C 8.4031 4.8944 0.1711
H 8.0228 4.6687 1.1674
H 8.1511 4.0974 -0.5285
H 9.4931 4.8875 0.1700
H 8.3802 7.1234 0.2058
H 8.1520 6.4494 -1.3574
H 5.9633 7.6604 -1.4569
C 10.4496 1.2145 9.4184
O 10.2947 1.5370 8.0595
O 11.6489 0.5189 9.5484
C 10.2139 2.5363 10.1851
F 10.2303 2.3957 11.4668
F 11.0858 3.5113 9.9207
F 8.9580 3.0880 10.1216
C 8.9591 1.4059 7.5818
C 8.9352 1.9402 6.1114
H 9.3342 2.9498 6.0137
H 9.6149 1.3825 5.4671
H 7.9798 2.0057 5.5909
H 8.0951 1.9583 7.9514
H 8.7447 0.3473 7.4354
H 9.6918 0.4818 9.6959
C -4.9364 2.0490 -5.1370
O -5.4918 3.0013 -6.0185
O -3.6191 2.5072 -4.7346
C -5.9099 1.5752 -3.9740
F -6.9130 0.9341 -4.3919
F -5.2315 0.7045 -3.2941
F -6.3407 2.5903 -3.2329
C -6.1644 2.5564 -7.2212
C -6.6314 3.8142 -7.9432
H -7.4239 3.6835 -8.6800
H -7.0402 4.4737 -7.1776
H -5.8255 4.3222 -8.4728
H -6.9336 1.7896 -7.1293
H -5.4969 2.0660 -7.9298
H -4.8276 1.1571 -5.7540
*
```

The LUMO energy comes out at -1.763 eV. The value obtained for the highest occupied orbital energy is -3.880 eV. The frontier orbital gap is 2.12 eV.



# C26H27FN4O4S

C26H27FN4O4S in the gas phase at a distorted geometry (ωB97M-V with the def2-TZVPD basis set, the Open Molecules 2025 dataset).

ORCA input file:
```
! RIJCOSX wB97M-V def2-TZVPD def2/J DEFGRID3
* xyz 0 1
C -1.3859 1.9348 0.4676
N -1.3145 0.6482 1.1201
C -0.1901 -0.0433 1.3759
O -0.1865 -1.0117 2.1334
C 1.0687 0.3721 0.6921
C 1.1024 0.6235 -0.6754
C 2.3093 0.9042 -1.2822
C 3.4897 0.9653 -0.5649
C 3.4579 0.7030 0.7959
C 2.2576 0.3954 1.4166
H 2.2292 0.1740 2.4730
H 4.3687 0.7353 1.3737
H 4.4035 1.2161 -1.0790
S 2.2682 1.2944 -3.0323
O 3.1506 2.3928 -3.2873
O 0.8938 1.4733 -3.4129
N 2.9680 -0.0349 -3.8092
C 2.8983 -1.3512 -3.2048
H 3.9067 -1.7847 -3.1943
C 1.9301 -2.2563 -3.9891
N 0.8011 -1.4944 -4.4577
C -0.2900 -1.2666 -3.6370
C -0.3567 -1.7558 -2.3276
C -1.4878 -1.5740 -1.5525
C -2.5817 -0.8878 -2.0459
C -2.5345 -0.4076 -3.3452
C -1.4198 -0.6040 -4.1328
H -1.4335 -0.2477 -5.1501
H -3.3852 0.1164 -3.7562
H -3.4621 -0.7428 -1.4381
H -1.4980 -1.9704 -0.5471
H 0.4755 -2.2791 -1.8828
C 1.1920 -0.5310 -5.4718
H 0.5125 0.3179 -5.4363
C 2.6305 -0.0218 -5.2177
H 3.3702 -0.6327 -5.7431
H 2.7307 1.0110 -5.5522
H 1.1397 -0.9975 -6.4651
H 1.5993 -3.0978 -3.3811
H 2.4372 -2.6623 -4.8704
H 2.5664 -1.2334 -2.1718
H 0.2167 0.5862 -1.2885
C -2.5733 0.1508 1.6488
H -3.3825 0.4990 1.0060
H -2.5449 -0.9420 1.6517
C -2.8202 0.6600 3.0796
O -3.6453 1.5110 3.3266
N -1.9952 0.0543 3.9659
C -1.8795 0.2679 5.3383
C -2.7196 1.1186 6.0529
C -2.5462 1.2736 7.4163
C -1.5462 0.5956 8.0921
C -0.7224 -0.2443 7.3646
C -0.8680 -0.4225 6.0046
H -0.2067 -1.0877 5.4708
F 0.2619 -0.9141 8.0025
H -1.4003 0.7070 9.1541
H -3.2026 1.9341 7.9614
H -3.4998 1.6513 5.5361
H -1.3194 -0.6004 3.5650
H -1.8044 1.8363 -0.5373
H -0.4005 2.3884 0.3987
H -2.0333 2.5882 1.0556
*
```

The LUMO energy comes out at 0.027 eV. The energy relative to the best compared isomer or geometry (same formula, charge and spin) comes out at 0.0 kJ/mol. The value obtained for the highest occupied orbital energy is -7.938 eV. The SMILES is CN(CC(=O)Nc1cccc(F)c1)C(=O)c1cccc(S(=O)(=O)N2CCN(c3ccccc3)CC2)c1. The frontier orbital gap is 7.96 eV.



Question: Look up the frontier orbital gap of the third one.
Answer: 7.96 eV